Computed, not measured: C3H3NO2 as an isolated structure in a non-equilibrium geometry, with ωB97M-V/def2-TZVPD.

Structure (XYZ):
```
9
Properties=species:S:1:pos:R:3
C -0.126 1.035 -0.268
H 2.547 -0.761 -0.150
C 0.808 -0.059 -0.096
O -1.096 -1.077 0.066
O 2.134 0.121 -0.174
H -0.854 1.191 0.860
C -1.323 0.263 -0.062
N 0.282 -1.254 0.023
H -2.373 0.540 -0.200
```

- highest occupied orbital energy (eV) = -9.82
- total charge = 0
- ΔE to the lowest compared entry with this formula, charge and spin (eV) = 5.286
- electronic energy (eV) = -8739.8455
- LUMO level (eV) = 0.513